# C23H22N4O4S

An isolated molecule of C23H22N4O4S (the ωB97M-V functional and the def2-TZVPD basis, the Open Molecules 2025 dataset).

CARTESIAN COORDINATES (ANGSTROEM)
C1 -1.72304 2.59994 -4.46299
H1 -2.50984 3.35867 -4.55278
O1 -0.44929 3.16334 -4.65691
C2 -0.08311 4.16619 -3.73308
H2 -0.96394 4.56890 -3.22038
H3 0.39242 4.97146 -4.30269
C3 0.92868 3.65948 -2.69546
N1 0.37206 2.60504 -1.87482
C4 0.43546 1.30072 -2.25889
N2 -0.10203 0.30376 -1.63218
C5 -0.69714 0.59174 -0.44988
C6 -0.72847 1.88457 0.06880
N3 -1.31047 1.86880 1.30790
C7 -1.66094 0.58339 1.60611
C8 -2.25050 0.06571 2.75397
C9 -2.50289 -1.28845 2.79171
C10 -2.19816 -2.11830 1.70907
C11 -1.61295 -1.61774 0.56907
C12 -1.31603 -0.25772 0.51562
H4 -1.38962 -2.25339 -0.27279
H5 -2.42854 -3.17022 1.77782
H6 -2.95343 -1.72171 3.67199
H7 -2.50444 0.70886 3.58354
H8 -1.44072 2.68255 1.88518
C13 -0.22468 3.00418 -0.66181
O2 -0.27380 4.17882 -0.34083
S1 1.37640 0.90149 -3.68734
C14 1.81259 -0.80628 -3.21936
H9 2.68938 -1.05042 -3.81979
C15 2.15320 -0.84230 -1.73243
O3 2.78340 0.03414 -1.19126
N4 1.70783 -1.97392 -1.11570
C16 1.54320 -2.19246 0.25183
C17 1.74960 -1.19805 1.20492
C18 1.42701 -1.42848 2.52596
C19 0.92009 -2.66054 2.93590
C20 0.78190 -3.67275 1.98360
C21 1.07982 -3.44382 0.66076
H10 0.93706 -4.22688 -0.07113
H11 0.41167 -4.63323 2.30915
C22 0.48919 -2.95280 4.32257
O4 0.14623 -4.06576 4.65836
C23 0.46820 -1.79418 5.28977
H12 -0.14269 -0.98805 4.88981
H13 1.47869 -1.42414 5.44891
H14 0.05844 -2.12774 6.23974
H15 1.57253 -0.63086 3.23684
H16 2.13837 -0.24137 0.89935
H17 1.28933 -2.68354 -1.70117
H18 0.98372 -1.46519 -3.47183
H19 1.81689 3.28080 -3.20483
H20 1.19235 4.48288 -2.02692
H21 -1.84594 1.85933 -5.25087
H22 -1.82305 2.10554 -3.49013

Calculated values
HOMO energy: -7.91 eV
gap between HOMO and LUMO: 8.13 eV
relative energy (zero: lowest compared OMol25 entry of this formula, charge and spin): 0.6747 eV
SMILES: COCCn1c(SCC(=O)Nc2ccc(C(C)=O)cc2)nc2c([nH]c3ccccc32)c1=O
spin multiplicity: 1

# C23H22N5O5S2Tl

A structure of composition C23H22N5O5S2Tl (the ωB97M-V functional and the def2-TZVPD basis, the Open Molecules 2025 dataset).

CARTESIAN COORDINATES (ANGSTROEM)
Tl1 -1.21893 1.09161 -0.55730
C1 -0.60405 -0.58570 2.68510
N1 -0.30906 -0.92782 1.29805
C2 1.12717 -1.03475 1.09586
C3 1.49774 -1.24048 -0.35016
C4 2.49795 -2.13476 -0.70780
C5 2.80770 -2.29106 -2.05006
C6 2.09012 -1.57269 -2.98866
C7 1.09591 -0.70799 -2.55081
N2 0.82911 -0.53237 -1.25791
C8 -1.01298 -2.12279 0.86260
C9 -2.51345 -1.96840 0.79275
C10 -3.30695 -3.09904 0.62799
C11 -4.66297 -2.93371 0.42891
C12 -5.18730 -1.64949 0.40971
C13 -4.32264 -0.58852 0.60195
N3 -3.01632 -0.74262 0.80762
C14 -0.10349 0.79298 3.03324
C15 0.96160 0.98287 3.90228
C16 1.40586 2.27337 4.14670
C17 0.77363 3.32427 3.51112
C18 -0.28627 3.03783 2.66239
N4 -0.72892 1.80786 2.43675
H1 -0.15704 -1.32798 3.36960
H2 -1.68440 -0.60457 2.81465
H3 1.55249 -1.86267 1.69151
H4 1.58736 -0.09906 1.42496
H5 3.00904 -2.70486 0.05799
H6 3.58443 -2.98215 -2.35547
H7 2.27451 -1.68326 -4.04864
H8 0.45593 -0.15393 -3.23087
H9 -0.75803 -2.99195 1.49554
H10 -0.70028 -2.34756 -0.16065
H11 -2.85238 -4.08189 0.61686
H12 -5.30291 -3.79268 0.26902
H13 -6.23735 -1.46966 0.22561
H14 -4.67934 0.43309 0.56682
H15 1.44329 0.12776 4.36015
H16 2.24540 2.44969 4.80784
H17 1.10062 4.34623 3.64496
H18 -0.79221 3.83238 2.12790
O1 -1.40135 0.64842 -3.33581
S1 -2.55606 -0.13220 -2.81280
O2 -3.56128 -0.42518 -3.81409
O3 -3.17522 0.77640 -1.72576
O4 -2.04873 -1.33140 -2.10670
O5 2.01031 1.99319 0.64357
N5 2.29733 2.11166 -0.60597
C19 3.44082 1.53960 -1.06564
C20 3.79986 1.57602 -2.38708
C21 2.96202 2.21488 -3.29777
C22 1.80707 2.79546 -2.82864
C23 1.45952 2.77670 -1.47171
S2 0.03272 3.53905 -0.87633
H19 4.01084 1.05013 -0.29101
H20 4.71506 1.08919 -2.69408
H21 3.19926 2.23757 -4.35284
H22 1.10521 3.27498 -3.49539

Calculated values
total charge: -1
HOMO energy (alpha / beta): -3.72 / -4.87 eV
<S²>: 0.761
gap between HOMO and LUMO (alpha / beta): 6.31 / 6.56 eV
relative energy (zero: lowest compared OMol25 entry of this formula, charge and spin): 0.0091 eV
spin multiplicity: 2

- Among the records above, which one has the lowest spin multiplicity?
  C23H22N4O4S

- Number 1 is which compound?
  C23H22N4O4S

- Which value of spin multiplicity does entry 1 give?
  1